One molecule with the formula C5H14N2 in a non-equilibrium geometry. Source: OMol25; level of theory: ωB97M-V/def2-TZVPD.

Values from the calculation:
DFT total energy   -8390.21843 eV
SMILES   CNCC[C@@H](C)N
Largest force on an atom   5.05 eV/A
ΔE to the lowest compared entry with this formula, charge and spin   231.6 kJ/mol
Orbital gap   10.4 eV
2S+1   1

Last column: Mulliken charge in e.
CARTESIAN COORDINATES (ANGSTROEM)
C  0.5480  -1.5088  1.8660  -1.0948
C  -0.5064  -1.4818  0.6902  0.3947
C  -0.7643  -0.1308  0.2464  -1.0581
C  0.2330  0.4572  -0.8091  -0.5045
C  1.2191  2.3469  -2.0341  -0.9566
N  0.3213  1.9141  -0.8293  -0.4275
N  -1.8039  -2.0977  1.2827  -0.8608
H  1.3454  -2.2301  1.5736  0.2536
H  0.8854  -0.4396  1.8265  0.2475
H  0.0406  -1.5391  2.8487  0.3689
H  -0.1891  -2.1041  -0.1514  0.3893
H  -0.8716  0.6585  0.9622  0.4480
H  -1.8161  0.0636  -0.1005  0.3373
H  -0.0484  0.0804  -1.8690  0.3352
H  1.2149  -0.1304  -0.8389  0.2706
H  1.1738  3.4427  -2.0663  0.3246
H  0.7589  1.9936  -2.9211  0.3581
H  2.2101  2.1571  -1.9685  0.3737
H  0.9027  2.0847  -0.0734  0.2574
H  -2.5539  -2.1418  0.5336  0.2587
H  -2.2995  -1.3945  1.8315  0.2847